Record 1
A single C22H17NO molecule, computed with the ωB97M-V functional and the def2-TZVPD basis.

Last column: natural (NBO) charge in e.
Atoms and positions in Å:
O (0.038, -1.235, 0.774)  -0.53
C (-1.245, -1.425, 1.081)  0.36
C (-1.607, -2.795, 1.194)  -0.27
C (-2.928, -3.135, 1.286)  -0.13
C (-3.937, -2.181, 1.284)  -0.24
C (-5.359, -2.503, 1.318)  0.29
N (-6.500, -2.767, 1.350)  -0.33
C (-3.551, -0.848, 1.265)  -0.08
C (-2.231, -0.441, 1.226)  -0.33
H (-0.815, -3.552, 1.187)  0.24
H (-3.203, -4.170, 1.335)  0.22
H (-4.285, -0.057, 1.298)  0.22
H (-1.969, 0.613, 1.296)  0.21
C (0.916, 0.036, 1.004)  0.08
C (2.337, -0.455, 1.486)  -0.04
C (2.553, -0.808, 2.813)  -0.20
C (3.855, -1.035, 3.282)  -0.19
C (4.947, -1.002, 2.424)  -0.21
C (4.727, -0.721, 1.082)  -0.20
C (3.416, -0.534, 0.598)  -0.20
C (0.860, 0.677, -0.344)  -0.21
C (-0.235, 1.358, -0.751)  -0.18
C (-0.423, 1.941, -2.067)  0.02
C (-1.643, 2.583, -2.359)  -0.22
C (-1.838, 3.165, -3.595)  -0.19
C (-0.859, 3.093, -4.584)  -0.21
C (0.344, 2.454, -4.307)  -0.20
C (0.575, 1.848, -3.076)  -0.21
H (0.453, 0.726, 1.828)  0.21
H (1.697, -0.887, 3.478)  0.22
H (4.010, -1.272, 4.323)  0.22
H (5.965, -1.111, 2.799)  0.22
H (5.552, -0.693, 0.383)  0.22
H (3.249, -0.412, -0.469)  0.21
H (1.759, 0.594, -0.960)  0.20
H (-1.053, 1.405, -0.041)  0.19
H (-2.401, 2.648, -1.570)  0.21
H (-2.773, 3.662, -3.800)  0.21
H (-1.031, 3.507, -5.564)  0.22
H (1.116, 2.380, -5.055)  0.21
H (1.518, 1.350, -2.853)  0.21

Results
**Structure (SMILES)**: N#Cc1ccc(O[C@H](/C=C/c2ccccc2)c2ccccc2)cc1
**HOMO**: -8.6 eV
**2S+1**: 1

Record 2
8 unconnected molecules or ions with the total composition C40H80ClN2O15, computed with the ωB97M-V functional and the def2-TZVPD basis.

Last column: Mulliken charge in e.
Atoms and positions in Å:
C (-4.302, 0.917, 0.349)  -1.22
C (-3.224, 1.604, 1.175)  0.78
Cl (-3.818, 3.277, 1.574)  -0.26
C (-1.883, 1.697, 0.436)  -0.23
C (-0.821, 0.570, 0.642)  2.59
N (-0.096, 0.387, -0.643)  0.07
C (-1.442, -0.790, 0.999)  -2.35
C (-0.511, -1.764, 1.736)  1.44
C (0.702, -2.207, 0.914)  -1.70
C (-1.312, -3.016, 2.090)  -2.18
N (-0.036, -1.126, 3.008)  1.56
O (-0.387, -1.663, 4.112)  -0.81
C (0.130, 0.355, 3.081)  2.03
C (-1.065, 0.960, 3.844)  -1.63
C (1.448, 0.636, 3.833)  -1.72
C (0.265, 0.942, 1.674)  -2.99
H (-4.330, 1.344, -0.657)  0.26
H (-4.080, -0.147, 0.252)  0.15
H (-5.285, 1.039, 0.807)  0.44
H (-3.132, 1.114, 2.139)  0.00
H (-2.113, 1.746, -0.634)  -0.20
H (-1.405, 2.648, 0.693)  -0.31
H (-0.779, 0.196, -1.376)  -0.25
H (0.310, 1.285, -0.901)  0.45
H (-1.737, -1.272, 0.062)  -0.16
H (-2.330, -0.688, 1.626)  1.12
H (0.355, -2.784, 0.051)  0.36
H (1.338, -2.849, 1.529)  0.38
H (1.295, -1.375, 0.544)  0.15
H (-2.245, -2.771, 2.600)  0.47
H (-1.560, -3.526, 1.154)  0.35
H (-0.726, -3.698, 2.705)  0.38
H (-0.865, 1.018, 4.913)  0.49
H (-1.965, 0.356, 3.714)  0.36
H (-1.268, 1.969, 3.471)  0.11
H (1.955, 1.502, 3.401)  0.36
H (1.280, 0.819, 4.895)  0.38
H (2.119, -0.220, 3.730)  0.25
H (0.344, 2.026, 1.787)  0.95
H (1.218, 0.604, 1.255)  0.26
O (3.368, -3.331, 2.758)  -0.51
C (3.451, -3.491, 3.946)  0.60
O (4.643, -3.899, 4.442)  -0.40
C (4.902, -3.984, 5.847)  -0.38
C (4.435, -5.298, 6.436)  -0.95
C (2.272, -3.312, 4.868)  -0.22
H (4.473, -3.129, 6.369)  0.36
H (5.985, -3.897, 5.926)  0.32
H (3.354, -5.410, 6.357)  0.27
H (4.709, -5.356, 7.490)  0.35
H (4.901, -6.131, 5.910)  0.29
H (1.699, -4.240, 4.872)  0.30
H (1.632, -2.529, 4.468)  -0.33
H (2.536, -3.064, 5.892)  0.32
O (0.091, 4.424, 2.134)  -0.44
C (-0.322, 5.553, 2.186)  0.53
O (0.214, 6.385, 3.100)  -0.41
C (-0.094, 7.788, 3.137)  -0.32
C (-1.365, 8.071, 3.908)  -1.24
C (-1.437, 6.036, 1.295)  -0.31
H (-0.119, 8.199, 2.127)  0.27
H (0.762, 8.232, 3.644)  0.48
H (-2.235, 7.624, 3.426)  0.26
H (-1.528, 9.147, 3.974)  0.41
H (-1.292, 7.667, 4.917)  0.32
H (-2.388, 5.786, 1.765)  0.23
H (-1.371, 5.488, 0.358)  -0.26
H (-1.409, 7.100, 1.075)  0.40
O (1.231, 8.268, -0.579)  -0.57
C (2.225, 7.590, -0.525)  0.65
O (3.099, 7.652, -1.544)  -0.38
C (4.362, 6.970, -1.513)  -0.41
C (4.241, 5.530, -1.956)  -0.86
C (2.455, 6.639, 0.622)  -0.28
H (4.817, 7.058, -0.527)  0.37
H (4.984, 7.534, -2.206)  0.32
H (3.612, 4.950, -1.280)  0.20
H (5.224, 5.061, -1.983)  0.36
H (3.805, 5.480, -2.954)  0.29
H (1.928, 5.708, 0.405)  0.05
H (2.008, 7.087, 1.503)  -0.10
H (3.492, 6.403, 0.845)  0.33
O (6.311, 1.228, -1.288)  -0.61
C (5.586, 0.333, -1.631)  0.71
O (4.374, 0.227, -1.059)  -0.34
C (3.386, -0.722, -1.501)  0.64
C (3.600, -2.091, -0.895)  -0.99
C (6.034, -0.699, -2.642)  -0.94
H (3.358, -0.755, -2.591)  0.31
H (2.435, -0.305, -1.170)  -0.58
H (4.552, -2.529, -1.200)  0.39
H (2.797, -2.761, -1.205)  0.29
H (3.596, -2.032, 0.194)  0.30
H (6.585, -1.473, -2.108)  0.26
H (6.713, -0.212, -3.336)  0.32
H (5.228, -1.169, -3.197)  0.32
O (-3.068, -1.416, -1.753)  -0.52
C (-3.508, -2.417, -2.251)  0.58
O (-4.732, -2.835, -1.854)  -0.37
C (-5.401, -3.941, -2.468)  -0.52
C (-4.955, -5.270, -1.895)  -0.71
C (-2.708, -3.244, -3.219)  -1.04
H (-5.283, -3.906, -3.552)  0.35
H (-6.455, -3.768, -2.254)  0.35
H (-3.899, -5.460, -2.094)  0.06
H (-5.539, -6.080, -2.335)  0.37
H (-5.106, -5.283, -0.815)  0.32
H (-2.064, -3.916, -2.651)  0.24
H (-2.070, -2.573, -3.788)  0.42
H (-3.301, -3.842, -3.905)  0.36
O (-0.310, -5.399, -3.589)  -0.51
C (-0.804, -6.387, -4.055)  0.83
O (-2.059, -6.713, -3.668)  -0.27
C (-2.799, -7.794, -4.250)  -0.44
C (-2.479, -9.121, -3.597)  -1.05
C (-0.051, -7.293, -4.998)  -1.24
H (-2.652, -7.821, -5.329)  0.38
H (-3.841, -7.527, -4.075)  0.33
H (-1.436, -9.402, -3.748)  0.28
H (-3.108, -9.906, -4.016)  0.38
H (-2.662, -9.065, -2.524)  0.30
H (0.540, -7.986, -4.399)  0.31
H (0.631, -6.677, -5.578)  0.33
H (-0.677, -7.867, -5.675)  0.36
O (-1.293, 0.587, -3.436)  -0.54
C (-1.677, 1.702, -3.660)  0.91
O (-1.314, 2.686, -2.812)  -0.26
C (-1.584, 4.076, -3.048)  -0.50
C (-2.968, 4.475, -2.585)  -0.90
C (-2.599, 2.015, -4.815)  -1.41
H (-1.402, 4.338, -4.091)  0.40
H (-0.827, 4.588, -2.455)  0.37
H (-3.756, 3.980, -3.154)  0.33
H (-3.104, 5.553, -2.678)  0.42
H (-3.101, 4.206, -1.535)  0.13
H (-3.622, 1.829, -4.488)  0.28
H (-2.367, 1.327, -5.623)  0.37
H (-2.532, 3.035, -5.183)  0.41

Results
**HOMO (alpha / beta)**: -7.3 / -8.4 eV
**2S+1**: 2

Record 3
A molecular structure, C45H43N5O6PSe2W, computed with the ωB97M-V functional and the def2-TZVPD basis.

Last column: Mulliken charge in e.
Atoms and positions in Å:
W (-1.098, 0.759, -0.859)  -0.10
Se (-2.448, 2.707, -2.057)  0.14
Se (-0.443, 2.903, 0.513)  -0.19
C (0.602, 3.882, -0.749)  0.24
C (1.223, 5.056, -0.316)  -0.96
C (1.976, 5.774, -1.222)  -0.39
C (2.093, 5.303, -2.525)  -1.01
C (1.448, 4.128, -2.853)  -0.13
N (0.716, 3.417, -1.987)  0.50
C (-3.543, 2.398, -0.584)  0.21
C (-4.755, 2.982, -0.233)  -0.91
C (-5.414, 2.499, 0.876)  -0.39
C (-4.861, 1.444, 1.607)  -1.41
C (-3.651, 0.926, 1.216)  -0.72
N (-2.995, 1.422, 0.150)  0.74
H (1.101, 5.392, 0.705)  0.47
H (2.462, 6.693, -0.921)  0.44
H (2.666, 5.838, -3.270)  0.44
H (1.511, 3.730, -3.860)  0.37
H (-5.161, 3.782, -0.836)  0.55
H (-6.362, 2.928, 1.175)  0.45
H (-5.364, 1.035, 2.471)  0.58
H (-3.166, 0.116, 1.743)  1.02
O (-3.662, -0.228, -2.114)  -0.54
C (-2.903, -0.608, -1.270)  0.29
C (-3.127, -1.908, -0.576)  0.01
C (-4.406, -2.402, -0.337)  -0.43
C (-4.535, -3.671, 0.199)  -0.93
C (-3.404, -4.450, 0.449)  -0.82
C (-2.137, -3.960, 0.183)  -0.20
C (-2.002, -2.667, -0.316)  -0.67
P (-0.466, -1.847, -0.788)  2.85
C (0.715, -2.512, 0.419)  1.04
C (0.253, -2.814, 1.702)  -0.83
C (1.092, -3.404, 2.631)  -0.89
C (2.406, -3.696, 2.296)  -1.05
C (2.870, -3.404, 1.023)  -0.58
C (2.032, -2.810, 0.089)  -0.49
C (0.007, -2.542, -2.392)  0.66
C (-0.747, -3.552, -2.988)  -1.12
C (-0.363, -4.081, -4.211)  -0.89
C (0.778, -3.613, -4.846)  -0.83
C (1.523, -2.595, -4.266)  -1.26
C (1.131, -2.050, -3.055)  -0.28
H (-5.269, -1.794, -0.573)  0.59
H (-5.517, -4.070, 0.414)  0.45
H (-3.520, -5.449, 0.849)  0.48
H (-1.263, -4.573, 0.365)  0.58
H (-0.773, -2.602, 1.976)  0.54
H (0.711, -3.652, 3.613)  0.54
H (3.058, -4.171, 3.016)  0.43
H (3.882, -3.666, 0.744)  0.52
H (2.406, -2.632, -0.912)  0.28
H (-1.637, -3.930, -2.504)  0.39
H (-0.957, -4.862, -4.666)  0.47
H (1.082, -4.034, -5.795)  0.42
H (2.401, -2.212, -4.770)  0.51
H (1.684, -1.214, -2.641)  1.01
O (1.119, 0.147, 2.012)  -0.14
C (-0.082, 0.234, 2.117)  -0.23
O (-0.943, 0.121, 1.118)  -0.43
C (-0.712, 0.413, 3.465)  -0.10
C (-1.710, 1.358, 3.676)  0.31
C (-2.233, 1.544, 4.945)  -0.90
C (-1.755, 0.755, 5.975)  -0.29
C (-0.759, -0.187, 5.794)  -0.70
C (-0.227, -0.344, 4.527)  -0.52
N (-2.327, 0.933, 7.327)  1.02
O (-1.878, 0.243, 8.217)  -0.61
O (-3.201, 1.764, 7.457)  -0.61
H (-2.060, 1.973, 2.856)  0.71
H (-2.996, 2.282, 5.145)  0.55
H (-0.414, -0.769, 6.636)  0.52
H (0.578, -1.045, 4.349)  0.54
N (1.026, 0.649, -0.685)  0.16
C (2.131, 0.839, -0.405)  0.02
N (3.333, 1.109, -0.023)  0.13
C (3.538, 2.015, 1.127)  -0.48
C (4.286, 1.272, 2.222)  -0.42
C (5.578, 0.664, 1.678)  -0.96
C (5.294, -0.264, 0.498)  -0.21
C (4.522, 0.460, -0.593)  -0.76
H (2.560, 2.359, 1.459)  0.16
H (4.113, 2.872, 0.764)  0.52
H (3.630, 0.494, 2.615)  0.05
H (4.502, 1.967, 3.035)  0.40
H (6.094, 0.114, 2.465)  0.42
H (6.255, 1.464, 1.358)  0.32
H (4.700, -1.113, 0.839)  -0.06
H (6.222, -0.654, 0.077)  0.44
H (4.200, -0.212, -1.389)  0.36
H (5.137, 1.244, -1.044)  0.43
C (-1.663, 0.280, -4.764)  -1.36
C (-0.625, 1.038, -3.966)  0.58
C (0.773, 0.930, -4.538)  -1.27
O (-0.613, 0.511, -2.625)  1.22
H (-1.671, 0.645, -5.791)  0.43
H (-2.655, 0.410, -4.334)  0.26
H (-1.415, -0.784, -4.777)  0.21
H (-0.883, 2.095, -3.891)  0.33
H (1.031, -0.106, -4.745)  0.19
H (1.499, 1.352, -3.842)  0.08
H (0.821, 1.489, -5.474)  0.48

Results
**Charge**: +1
**HOMO (alpha / beta)**: -9.8 / -9.8 eV
**2S+1**: 1

Question: 2S+1 of number 1 (C22H17NO)?
Answer: 1

Question: Look up the 2S+1 of the second one.
Answer: 2

Question: Number 1 is which compound?
Answer: C22H17NO